Molecular formula: C45H98N6O21S7
Method: DFT, ωB97M-V/def2-TZVPD

Its charge is 0.

```
177
Properties=species:S:1:pos:R:3:lowdin_charge:R:1
O 4.131 0.607 4.544 -0.316
S 3.924 2.042 4.246 0.690
O 4.711 2.751 3.230 -0.295
O 2.269 2.250 4.024 -0.322
C 1.277 1.384 4.630 -0.228
C -0.055 2.039 4.212 -0.054
C 4.028 2.946 5.842 -0.102
H 1.476 1.322 5.700 0.112
H 1.415 0.376 4.239 0.107
H -0.956 1.582 4.624 0.071
H -0.171 2.213 3.143 0.057
H -0.133 3.013 4.695 0.079
H 3.733 3.985 5.692 0.068
H 5.080 2.965 6.127 0.068
H 3.440 2.395 6.575 0.064
O -0.446 -3.426 -5.079 -0.299
S 0.380 -4.287 -4.239 0.690
O 1.635 -3.802 -3.651 -0.322
O -0.624 -4.810 -3.011 -0.287
C -0.098 -5.648 -1.945 -0.249
C -0.857 -5.229 -0.650 -0.043
C 0.751 -5.943 -5.081 -0.078
H 0.945 -5.425 -1.718 0.095
H -0.131 -6.702 -2.220 0.115
H -0.568 -4.225 -0.342 0.054
H -0.583 -5.930 0.138 0.085
H -1.901 -5.236 -0.964 0.062
H -0.201 -6.396 -5.359 0.065
H 1.244 -6.604 -4.368 0.060
H 1.298 -5.670 -5.983 0.065
O -4.144 1.418 -2.299 -0.311
S -5.405 2.102 -2.167 0.655
O -5.380 3.504 -1.748 -0.297
O -6.218 2.024 -3.614 -0.274
C -6.069 0.853 -4.484 -0.269
C -7.460 0.506 -4.844 -0.073
C -6.533 1.155 -1.041 -0.081
H -5.571 0.027 -3.977 0.105
H -5.399 1.168 -5.284 0.123
H -7.710 -0.368 -5.446 0.087
H -7.806 1.396 -5.370 0.087
H -8.030 0.438 -3.917 0.081
H -6.785 0.206 -1.514 0.058
H -7.467 1.676 -0.829 0.070
H -6.110 1.077 -0.039 0.062
O 3.026 1.730 -4.097 -0.301
S 1.853 1.224 -3.397 0.741
O 1.458 1.810 -2.046 -0.356
O 0.575 1.505 -4.495 -0.256
C -0.759 1.341 -4.084 -0.295
C -1.608 0.879 -5.301 -0.037
C 1.981 -0.633 -3.276 -0.089
H -1.129 2.247 -3.603 0.101
H -0.901 0.603 -3.295 0.095
H -2.612 0.643 -4.950 0.055
H -1.213 -0.056 -5.699 0.076
H -1.724 1.642 -6.071 0.078
H 1.975 -1.069 -4.275 0.071
H 1.047 -0.816 -2.745 0.042
H 2.871 -0.876 -2.695 0.054
O -4.093 -1.290 0.310 -0.300
S -3.982 -2.435 -0.567 0.665
O -3.617 -3.729 -0.018 -0.298
O -5.300 -2.576 -1.580 -0.280
C -5.491 -3.845 -2.209 -0.288
C -6.655 -3.796 -3.201 -0.050
C -2.691 -1.877 -1.829 -0.053
H -5.776 -4.538 -1.418 0.113
H -4.508 -4.225 -2.486 0.112
H -7.568 -3.342 -2.815 0.082
H -7.006 -4.796 -3.455 0.080
H -6.207 -3.283 -4.053 0.074
H -3.027 -0.926 -2.243 0.045
H -2.572 -2.668 -2.569 0.055
H -1.813 -1.781 -1.190 0.043
O -6.661 5.599 2.978 -0.300
S -5.510 5.936 3.799 0.702
O -5.546 6.298 5.222 -0.305
O -4.365 4.688 3.623 -0.283
C -3.999 4.268 2.317 -0.267
C -3.960 2.713 2.356 -0.043
C -4.596 7.314 3.019 -0.114
H -3.007 4.662 2.097 0.085
H -4.709 4.668 1.594 0.111
H -4.830 2.158 2.707 0.083
H -3.105 2.247 2.846 0.063
H -3.808 2.431 1.314 0.044
H -4.919 7.363 1.979 0.062
H -3.516 7.181 3.074 0.068
H -4.892 8.249 3.495 0.065
O 0.615 -1.765 1.882 -0.314
S 1.031 -1.426 0.505 0.738
O 1.293 -2.513 -0.478 -0.326
O -0.092 -0.355 -0.180 -0.280
C -0.578 0.690 0.592 -0.291
C -1.656 1.519 -0.149 -0.037
C 2.560 -0.252 0.423 -0.049
H 0.257 1.347 0.834 0.098
H -0.949 0.401 1.575 0.105
H -1.420 1.636 -1.207 0.056
H -1.794 2.475 0.355 0.064
H -2.620 1.010 -0.166 0.052
H 2.687 0.048 -0.617 0.036
H 3.424 -0.731 0.883 0.030
H 2.396 0.654 1.008 0.039
C -3.556 -1.163 4.018 -0.097
C -2.144 -1.805 4.045 -0.211
C -1.950 -3.051 3.077 -0.170
C -2.995 -4.121 3.127 -0.224
N -3.815 -4.936 3.084 0.137
H -3.830 -0.794 3.029 0.053
H -3.644 -0.414 4.805 0.068
H -4.366 -1.867 4.208 0.067
H -1.908 -2.225 5.023 0.100
H -1.417 -1.012 3.868 0.077
H -0.977 -3.525 3.203 0.095
H -1.933 -2.695 2.046 0.081
C 5.969 -5.708 -2.193 -0.093
C 5.440 -4.591 -3.047 -0.280
C 4.441 -3.753 -2.340 -0.213
C 4.868 -3.165 -1.042 -0.135
N 5.123 -2.686 0.027 0.182
H 6.487 -6.448 -2.803 0.079
H 5.127 -6.143 -1.654 0.074
H 6.610 -5.262 -1.433 0.078
H 4.794 -4.988 -3.830 0.107
H 6.172 -4.045 -3.643 0.121
H 3.511 -4.307 -2.215 0.098
H 4.083 -2.957 -2.994 0.105
C 8.966 -0.106 0.974 -0.101
C 7.607 -0.696 1.430 -0.242
C 6.374 0.086 0.960 -0.210
C 6.084 0.282 -0.493 -0.223
N 5.904 0.413 -1.642 0.138
H 9.781 -0.732 1.338 0.064
H 9.250 0.905 1.265 0.070
H 8.977 -0.196 -0.112 0.067
H 7.576 -0.723 2.519 0.106
H 7.493 -1.723 1.082 0.089
H 6.380 1.100 1.360 0.107
H 5.494 -0.382 1.400 0.074
C 2.892 -5.908 1.169 -0.092
C 2.100 -4.988 2.089 -0.254
C 2.948 -4.011 2.919 -0.189
C 4.031 -4.589 3.724 -0.221
N 4.872 -5.036 4.372 0.135
H 3.367 -6.734 1.699 0.080
H 3.596 -5.309 0.591 0.057
H 2.263 -6.437 0.454 0.058
H 1.540 -5.627 2.771 0.110
H 1.389 -4.352 1.562 0.071
H 2.299 -3.440 3.583 0.112
H 3.385 -3.349 2.171 0.091
C -1.883 4.556 -1.697 -0.089
C -0.374 4.732 -1.631 -0.257
C 0.013 5.852 -0.712 -0.173
C -0.256 5.439 0.693 -0.218
N -0.377 5.078 1.777 0.179
H -2.312 4.591 -0.696 0.060
H -2.242 3.596 -2.065 0.045
H -2.281 5.436 -2.202 0.086
H 0.134 4.936 -2.573 0.123
H 0.086 3.850 -1.185 0.084
H -0.493 6.795 -0.921 0.124
H 1.085 6.051 -0.717 0.116
C 4.369 6.773 1.076 -0.114
C 3.963 5.987 2.322 -0.238
C 2.649 5.168 2.095 -0.178
C 2.784 4.112 1.069 -0.225
N 2.861 3.270 0.290 0.194
H 3.704 7.618 0.898 0.069
H 4.515 6.188 0.168 0.077
H 5.338 7.260 1.189 0.069
H 3.929 6.630 3.202 0.105
H 4.843 5.404 2.595 0.091
H 1.915 5.867 1.694 0.072
H 2.179 4.729 2.975 0.097
```

---

Molecular formula: C45H99N8O11V
Method: DFT, ωB97M-V/def2-TZVPD

Its charge is 0.

```
164
Properties=species:S:1:pos:R:3:lowdin_charge:R:1
O 0.292 -0.499 1.182 -0.334
V 1.890 -0.360 1.109 0.888
O 2.574 -1.124 -0.161 -0.375
C 3.296 1.335 4.645 -0.039
C 3.740 0.945 3.253 -0.525
C 4.701 -0.208 3.278 -0.047
O 2.562 0.696 2.499 -0.348
H 4.184 1.444 5.310 0.098
H 2.687 0.433 4.857 0.093
H 2.673 2.211 4.705 0.054
H 4.246 1.748 2.679 0.137
H 4.810 -0.743 2.373 0.056
H 4.323 -1.014 3.942 0.093
H 5.619 0.270 3.635 0.096
C -1.679 5.331 1.879 -0.018
C -2.581 4.746 0.740 -0.481
C -2.318 3.301 0.539 -0.152
C -3.441 2.540 -0.158 -0.159
C -4.827 2.741 0.516 -0.106
C -5.175 4.222 0.641 -0.550
N -4.013 4.870 1.272 -0.062
O -4.153 6.320 1.479 -0.032
C -5.614 4.884 -0.653 -0.029
C -6.285 4.364 1.634 -0.049
C -2.396 5.473 -0.614 -0.037
H -1.629 6.455 1.934 0.101
H -0.701 4.924 1.717 0.020
H -2.078 5.015 2.868 0.089
H -1.366 3.256 -0.036 0.113
H -2.208 2.726 1.528 0.134
H -3.229 1.461 -0.230 0.117
H -3.468 2.830 -1.228 0.090
H -4.870 2.346 1.521 0.107
H -5.639 2.191 0.033 0.126
H -6.143 5.825 -0.597 0.077
H -4.735 5.112 -1.320 0.078
H -6.299 4.214 -1.218 0.102
H -6.577 5.405 1.802 0.088
H -7.206 3.889 1.438 0.077
H -5.975 4.030 2.600 0.081
H -1.323 5.751 -0.776 0.091
H -2.850 6.469 -0.818 0.089
H -2.665 4.859 -1.484 0.053
H -4.323 6.559 0.562 0.056
C -1.312 2.939 -2.940 -0.024
C -0.656 1.946 -3.970 -0.488
C -0.135 2.877 -5.042 -0.146
C 0.939 2.286 -5.988 -0.153
C 2.072 1.702 -5.128 -0.121
C 1.574 0.654 -4.093 -0.471
N 0.531 1.339 -3.272 -0.075
O 0.070 0.426 -2.305 -0.014
C 1.099 -0.684 -4.772 -0.028
C 2.710 0.165 -3.172 -0.037
C -1.651 0.914 -4.425 -0.030
H -2.018 3.616 -3.493 0.110
H -0.509 3.490 -2.527 0.052
H -1.855 2.399 -2.202 0.038
H -1.044 3.165 -5.658 0.141
H 0.275 3.739 -4.600 0.094
H 1.379 3.048 -6.612 0.103
H 0.417 1.580 -6.596 0.094
H 2.571 2.478 -4.502 0.127
H 2.815 1.248 -5.745 0.105
H 0.602 -0.515 -5.712 0.056
H 1.893 -1.383 -4.959 0.076
H 0.365 -1.100 -4.077 0.066
H 2.474 -0.750 -2.548 0.071
H 3.586 -0.085 -3.778 0.093
H 2.951 1.019 -2.498 0.068
H -1.347 0.133 -5.120 0.072
H -2.477 1.355 -4.948 0.077
H -2.095 0.411 -3.555 0.091
H 0.639 0.539 -1.574 0.034
C 1.546 -8.312 -1.303 -0.061
C 0.639 -7.140 -1.754 -0.470
C -0.517 -6.960 -0.691 -0.119
C -1.362 -5.724 -1.026 -0.175
C -0.489 -4.467 -1.008 -0.137
C 0.642 -4.579 -2.021 -0.498
N 1.385 -5.850 -1.794 -0.071
O 2.427 -5.989 -2.762 -0.030
C 0.108 -4.562 -3.453 -0.022
C 1.663 -3.394 -1.860 -0.024
C 0.076 -7.733 -3.142 -0.016
H 2.355 -8.385 -1.966 0.051
H 0.992 -9.280 -1.116 0.104
H 1.934 -7.981 -0.317 0.083
H -1.135 -7.874 -0.734 0.119
H -0.118 -6.848 0.358 0.126
H -2.194 -5.665 -0.368 0.086
H -1.823 -5.835 -1.986 0.089
H 0.056 -4.280 -0.060 0.123
H -0.948 -3.512 -1.277 0.119
H -0.240 -3.552 -3.740 0.089
H 0.923 -4.689 -4.129 0.073
H -0.649 -5.340 -3.559 0.057
H 2.268 -3.536 -0.989 0.067
H 2.357 -3.399 -2.672 0.067
H 1.108 -2.441 -1.960 0.079
H -0.850 -7.204 -3.330 0.048
H 0.006 -8.804 -3.049 0.067
H 0.830 -7.408 -3.860 0.078
H 3.224 -6.067 -2.259 0.092
C 2.047 -4.369 3.163 0.024
C 1.605 -2.899 3.024 -0.494
O 2.337 -2.170 2.314 -0.060
N 0.561 -2.524 3.718 0.061
C -0.254 -3.410 4.586 -0.061
H 2.967 -4.350 3.779 0.103
H 2.339 -4.732 2.150 0.094
H 1.197 -4.984 3.442 0.056
H 0.350 -1.510 3.744 0.101
H -0.780 -4.203 3.977 0.097
H -1.064 -2.795 5.015 0.076
H 0.336 -3.892 5.423 0.103
C 6.129 -1.556 -0.732 0.009
C 6.226 -0.045 -0.726 -0.542
O 7.315 0.472 -0.893 0.020
N 5.073 0.708 -0.673 0.028
C 5.157 2.166 -0.766 -0.059
H 5.096 -1.838 -0.829 0.052
H 6.520 -1.871 0.222 0.074
H 6.813 -1.938 -1.513 0.096
H 4.152 0.295 -0.494 0.071
H 6.188 2.401 -0.737 0.065
H 4.671 2.583 0.093 0.056
H 4.633 2.542 -1.665 0.084
C 1.804 3.666 -0.740 0.037
C 1.649 2.673 0.359 -0.443
O 1.864 1.467 0.043 -0.094
N 1.410 2.920 1.649 0.070
C 1.572 4.171 2.330 -0.081
H 1.027 4.397 -0.671 0.067
H 1.703 3.252 -1.719 0.066
H 2.773 4.113 -0.521 0.099
H 1.805 2.089 2.152 0.090
H 2.609 4.266 2.660 0.094
H 0.915 4.327 3.185 0.072
H 1.301 5.076 1.772 0.083
C -5.077 -2.464 1.227 -0.004
C -4.256 -1.599 2.200 -0.529
O -4.715 -0.677 2.792 0.059
N -2.868 -1.869 2.266 0.037
C -2.216 -2.484 1.085 -0.095
H -5.983 -2.687 1.748 0.066
H -4.557 -3.433 0.995 0.079
H -5.311 -1.930 0.287 0.093
H -2.459 -1.101 2.707 0.054
H -2.351 -3.586 1.136 0.074
H -1.173 -2.289 1.160 0.031
H -2.690 -2.143 0.133 0.099
C -2.454 1.403 4.101 0.023
C -1.288 0.817 4.769 -0.536
O -0.798 -0.285 4.518 0.006
N -0.694 1.570 5.695 0.029
C -0.676 3.052 5.889 -0.033
H -2.198 2.396 3.814 0.053
H -3.247 1.461 4.806 0.098
H -2.788 0.716 3.279 0.083
H 0.014 1.029 6.229 0.157
H -1.094 3.245 6.871 0.084
H -1.382 3.505 5.249 0.047
H 0.314 3.465 5.689 0.076
```

---

| no. | E (eV) |
| --- | --- |
| 1 | -176031.4935 |
| 2 | -108400.8220 |